1.
C16H18ClN3O4S | the ωB97M-V functional and the def2-TZVPD basis

Its SMILES is COc1ccc(Cl)cc1S(=O)(=O)N[C@H](C)C(=O)NCc1cccnc1.

```
! RIJCOSX wB97M-V def2-TZVPD def2/J DEFGRID3
* xyz 0 1
C -1.63 0.31 -2.39
O -0.48 -0.19 -1.73
C -0.63 -0.93 -0.62
C -1.84 -1.21 0.01
C -1.86 -1.93 1.19
C -0.68 -2.39 1.75
Cl -0.71 -3.27 3.23
C 0.53 -2.15 1.12
C 0.55 -1.43 -0.06
S 2.10 -1.27 -0.93
O 3.11 -1.90 -0.14
O 1.92 -1.69 -2.29
N 2.43 0.37 -0.86
C 2.09 1.20 -2.01
C 3.31 1.93 -2.57
C 1.00 2.21 -1.66
O 0.39 2.83 -2.51
N 0.84 2.40 -0.34
C -0.18 3.26 0.22
C -1.30 2.47 0.85
C -2.61 2.57 0.39
C -3.61 1.83 1.01
C -3.25 1.01 2.07
N -2.01 0.90 2.51
C -1.07 1.61 1.91
H -2.24 0.92 -1.72
H -1.25 0.94 -3.20
H -2.24 -0.50 -2.80
H -2.77 -0.86 -0.41
H -2.80 -2.14 1.68
H 1.47 -2.53 1.50
H 3.37 0.50 -0.52
H 1.68 0.53 -2.78
H 3.75 2.57 -1.81
H 4.05 1.21 -2.92
H 3.00 2.55 -3.41
H 1.33 1.76 0.27
H -0.56 3.87 -0.60
H 0.27 3.91 0.97
H -2.85 3.23 -0.44
H -4.63 1.89 0.68
H -3.99 0.43 2.60
H -0.07 1.48 2.32
*
```

---

2.
C3H6N2O | the ωB97M-V functional and the def2-TZVPD basis

Its SMILES is c1c[nH]cn1.O.

```
! RIJCOSX wB97M-V def2-TZVPD def2/J DEFGRID3
* xyz 0 1
C -0.87 1.27 0.76
C -0.99 0.09 1.50
N -0.97 -0.92 0.53
C -0.38 -0.36 -0.63
N -0.42 1.00 -0.46
H -1.36 2.16 1.03
H -1.00 -0.30 2.52
H -0.90 -1.96 0.68
H -0.37 -1.08 -1.50
O 2.82 -0.56 -1.36
H 2.09 -1.16 -1.15
H 2.22 0.16 -1.02
*
```

---

3.
C43H69N9OS2SbSi3Zr | the ωB97M-V functional and the def2-TZVPD basis

```
! RIJCOSX wB97M-V def2-TZVPD def2/J DEFGRID3
* xyz 1 1
Zr -0.21 0.53 0.19
C -0.73 3.77 -3.18
C -0.21 2.58 -2.43
N -0.53 2.39 -1.18
N -1.38 3.35 -0.67
C -1.54 3.44 0.60
S -0.69 2.55 1.80
S -2.75 4.64 1.14
C -1.75 6.18 1.09
C -1.64 6.78 -0.27
C -0.46 6.69 -1.00
C -0.35 7.27 -2.25
C -1.43 7.95 -2.79
C -2.62 8.03 -2.08
C -2.72 7.45 -0.83
C 0.72 1.72 -3.11
C 0.98 1.93 -4.48
C 2.00 1.29 -5.13
C 2.88 0.48 -4.40
C 2.64 0.24 -3.08
C 1.49 0.74 -2.41
O 1.21 0.32 -1.20
H -1.33 4.39 -2.52
H -1.35 3.45 -4.02
H 0.09 4.36 -3.57
H -0.78 5.93 1.52
H -2.29 6.84 1.76
H 0.40 6.18 -0.57
H 0.58 7.21 -2.80
H -1.34 8.42 -3.76
H -3.46 8.56 -2.50
H -3.64 7.53 -0.27
H 0.36 2.60 -5.04
H 2.16 1.45 -6.19
H 3.74 0.05 -4.88
H 3.33 -0.36 -2.51
C 0.00 -4.23 2.29
Sb 0.47 -2.53 0.99
C -0.88 -0.87 1.83
C -0.13 -0.64 3.07
C -0.38 0.40 3.99
C 0.28 0.43 5.19
C 1.17 -0.59 5.52
C 1.39 -1.56 4.57
N 0.80 -1.57 3.39
Si -2.65 -1.22 2.41
C -3.51 0.20 3.41
C -2.77 -2.64 3.69
C -3.84 -1.58 0.94
C 0.01 -3.66 -0.93
C -0.39 -2.66 -1.92
C -0.29 -2.97 -3.30
C -0.69 -2.07 -4.25
C -1.19 -0.84 -3.83
C -1.22 -0.59 -2.48
N -0.83 -1.45 -1.52
Si -1.24 -5.14 -0.91
C -1.89 -5.59 -2.64
C -0.47 -6.73 -0.19
C -2.78 -4.65 0.11
Si 1.80 -4.29 -1.33
C 1.96 -5.53 -2.79
C 2.73 -5.08 0.14
C 2.80 -2.75 -1.86
H -0.11 -3.86 3.30
H 0.84 -4.91 2.26
H -0.90 -4.75 1.98
H -1.10 1.16 3.77
H 0.09 1.23 5.89
H 1.66 -0.63 6.49
H 2.06 -2.39 4.75
H -3.33 0.07 4.47
H -4.59 0.15 3.26
H -3.19 1.21 3.16
H -2.01 -2.51 4.45
H -2.63 -3.63 3.26
H -3.73 -2.63 4.19
H -4.60 -0.81 0.86
H -4.38 -2.50 1.14
H -3.33 -1.70 -0.01
H 0.09 -3.93 -3.58
H -0.61 -2.31 -5.30
H -1.53 -0.10 -4.54
H -1.60 0.37 -2.13
H -1.12 -5.99 -3.29
H -2.34 -4.74 -3.15
H -2.66 -6.35 -2.55
H 0.36 -7.09 -0.78
H -1.21 -7.51 -0.17
H -0.11 -6.60 0.83
H -3.59 -4.33 -0.53
H -2.57 -3.84 0.80
H -3.14 -5.50 0.69
H 1.15 -6.24 -2.85
H 2.88 -6.09 -2.67
H 2.03 -5.01 -3.74
H 2.26 -5.99 0.48
H 2.81 -4.40 0.98
H 3.73 -5.35 -0.18
H 2.55 -2.47 -2.87
H 3.87 -2.93 -1.82
H 2.56 -1.92 -1.20
C 2.19 3.23 0.20
N 2.74 2.78 1.46
C 2.65 3.76 2.53
C 2.75 1.44 1.76
N 1.85 0.63 1.28
N 3.81 1.02 2.50
C 3.97 -0.34 2.96
C 5.00 1.82 2.70
H 2.82 4.05 -0.17
H 1.16 3.60 0.29
H 2.22 2.41 -0.53
H 1.62 4.11 2.64
H 3.30 4.61 2.30
H 2.95 3.31 3.47
H 2.11 -0.35 1.40
H 3.01 -0.83 3.11
H 4.48 -0.33 3.92
H 4.56 -0.93 2.25
H 5.01 2.66 2.01
H 5.87 1.20 2.51
H 5.06 2.19 3.72
N -3.60 1.79 0.57
N -2.97 1.04 -0.49
H -4.43 2.28 0.25
H -3.85 1.16 1.32
H -2.90 1.72 -1.26
H -3.59 0.29 -0.82
*
```

---

no.,HOMO level (eV),electronic energy (Eh),HOMO-LUMO gap (eV)
1,-8.83,-1944.12016,9.3
2,-8.98,-302.60470,9.6
3,-9.87,-4200.06681,7.1